A) A single C7H14 molecule. Source: the OMol25 dataset; level of theory: ωB97M-V/def2-TZVPD.

Bonds (Å) are listed after each position.
Cartesian coordinates (Å):
1 C 2.289 0.370 -1.249  C2 1.514, C6 1.506, H11 1.089, H17 1.089
2 C 2.762 0.063 0.156  C1 1.514, C6 1.508, H14 1.089, H15 1.090
3 C -1.468 -0.205 0.452  C4 1.535, C5 1.872, C7 1.524, H16 1.099
4 C -2.463 -0.850 -0.523  C3 1.535, H8 1.096, H9 1.098, H10 1.101
5 C 0.165 -0.970 -0.052  C3 1.872, C6 1.510, H12 1.093, H13 1.097
6 C 1.291 0.029 -0.174  C1 1.506, C2 1.508, C5 1.510, H21 1.133
7 C -1.384 1.317 0.456  C3 1.524, H18 1.160, H19 1.095, H20 1.097
8 H -2.216 -1.916 -0.594  C4 1.096
9 H -2.350 -0.414 -1.524  C4 1.098
10 H -3.530 -0.790 -0.262  C4 1.101
11 H 2.270 1.413 -1.561  C1 1.089
12 H -0.114 -1.422 -1.008  C5 1.093
13 H 0.332 -1.729 0.721  C5 1.097
14 H 3.354 -0.839 0.300  C2 1.089
15 H 3.081 0.896 0.781  C2 1.090
16 H -1.629 -0.579 1.472  C3 1.099
17 H 2.569 -0.319 -2.044  C1 1.089
18 H -0.270 1.601 0.307  C7 1.160
19 H -1.591 1.815 1.409  C7 1.095
20 H -1.902 1.808 -0.377  C7 1.097
21 H 0.845 1.019 0.148  C6 1.133

Output
E_HOMO: -0.3567 Ha
2S+1: 1
M: 98.2 g mol⁻¹
Orbital gap: 0.3981 Ha
LUMO: 1.1 eV

Löwdin atomic charge list, values in e, 6 entries:
1 C -0.126
2 C -0.123
3 C -0.304
4 C -0.124
5 C -0.045
6 C -0.336

=====

B) A single C7H14 molecule. Source: the OMol25 dataset; level of theory: ωB97M-V/def2-TZVPD.

Bonds (Å) are listed after each position.
Cartesian coordinates (Å):
1 C -0.546 0.121 0.372  C2 1.515, C3 1.328, C4 1.550
2 C 0.145 1.427 0.036  C1 1.515, C7 1.585, H10 1.164, H16 1.056
3 C -0.939 -0.727 -0.571  C1 1.328, C6 1.483, H9 1.028
4 C -0.907 -0.348 1.804  C1 1.550, H11 1.193, H15 1.066, H17 1.102
5 C 2.438 0.555 -0.500  C7 1.479, H13 1.116, H18 1.055, H19 1.112
6 C -1.662 -1.959 -0.170  C3 1.483, H8 1.075, H20 1.092, H21 1.047
7 C 1.199 1.096 -1.101  C2 1.585, C5 1.479, H12 1.165, H14 1.157
8 H -0.892 -2.439 0.407  C6 1.075
9 H -0.817 -0.594 -1.582  C3 1.028
10 H 0.752 1.858 0.931  C2 1.164
11 H -0.340 -1.351 2.113  C4 1.193
12 H 1.558 2.102 -1.568  C7 1.165
13 H 2.390 0.063 0.501  C5 1.116
14 H 0.537 0.470 -1.814  C7 1.157
15 H -1.966 -0.353 1.921  C4 1.066
16 H -0.537 2.031 -0.499  C2 1.056
17 H -0.508 0.497 2.389  C4 1.102
18 H 2.822 -0.234 -1.086  C5 1.055
19 H 3.104 1.417 -0.277  C5 1.112
20 H -1.955 -2.481 -1.084  C6 1.092
21 H -2.522 -1.985 0.426  C6 1.047

Output
E_HOMO: -0.3210 Ha
2S+1: 1
M: 98.2 g mol⁻¹
Orbital gap: 0.3608 Ha
LUMO: 1.1 eV

Löwdin atomic charge list, values in e, 6 entries:
1 C -0.299
2 C -0.165
3 C -0.147
4 C -0.061
5 C -0.148
6 C -0.108

=====

C) A single C7H14 molecule. Source: the OMol25 dataset; level of theory: ωB97M-V/def2-TZVPD.

Bonds (Å) are listed after each position.
Cartesian coordinates (Å):
1 C -1.608 -1.428 -0.242  C3 1.513, C7 1.524, H9 1.093, H14 1.099
2 C 0.988 1.305 0.018  C4 1.512, C5 1.334, C6 1.495
3 C -1.398 -2.617 0.668  C1 1.513, H8 1.095, H10 1.088, H20 1.089
4 C 0.020 2.466 0.008  C2 1.512, H13 1.098, H17 1.096, H21 1.077
5 C 2.298 1.511 -0.130  C2 1.334, H16 1.086, H18 1.080
6 C 0.485 -0.067 0.329  C2 1.495, C7 1.539, H15 1.107, H19 1.096
7 C -0.318 -0.802 -0.759  C1 1.524, C6 1.539, H11 1.102, H12 1.088
8 H -0.863 -2.381 1.594  C3 1.095
9 H -2.249 -0.646 0.174  C1 1.093
10 H -0.794 -3.364 0.156  C3 1.088
11 H -0.656 0.035 -1.391  C7 1.102
12 H 0.199 -1.563 -1.339  C7 1.088
13 H -0.897 2.094 0.483  C4 1.098
14 H -2.152 -1.761 -1.137  C1 1.099
15 H 1.274 -0.774 0.651  C6 1.107
16 H 2.660 2.525 -0.267  C5 1.086
17 H 0.362 3.158 0.787  C4 1.096
18 H 3.033 0.721 -0.068  C5 1.080
19 H -0.063 -0.106 1.277  C6 1.096
20 H -2.344 -3.072 0.955  C3 1.089
21 H -0.156 2.991 -0.916  C4 1.077

Output
E_HOMO: -0.3382 Ha
2S+1: 1
M: 98.2 g mol⁻¹
Orbital gap: 0.3779 Ha
LUMO: 1.1 eV

Löwdin atomic charge list, values in e, 6 entries:
1 C -0.292
2 C -0.375
3 C -0.116
4 C -0.061
5 C 0.038
6 C -0.206

=====

D) A single C7H14 molecule. Source: the OMol25 dataset; level of theory: ωB97M-V/def2-TZVPD.

Bonds (Å) are listed after each position.
Cartesian coordinates (Å):
1 C -1.426 0.663 -2.116  C5 1.488, C6 1.553, H8 1.087, H16 1.093
2 C 1.374 -1.364 0.144  C7 1.528, H15 1.097, H18 1.096, H20 1.098
3 C 0.418 0.986 -0.146  C5 1.528, C7 1.542, H14 1.099, H21 1.098
4 C 0.971 0.051 2.214  C7 1.526, H10 1.097, H12 1.096, H13 1.096
5 C -0.995 0.969 -0.726  C1 1.488, C3 1.528, C6 1.494, H17 1.089
6 C -1.737 -0.308 -0.945  C1 1.553, C5 1.494, H11 1.090, H19 1.090
7 C 0.552 -0.243 0.776  C2 1.528, C3 1.542, C4 1.526, H9 1.107
8 H -0.721 0.200 -2.802  C1 1.087
9 H -0.485 -0.630 0.812  C7 1.107
10 H 0.452 0.934 2.605  C4 1.097
11 H -2.689 -0.476 -0.441  C6 1.090
12 H 2.049 0.220 2.318  C4 1.096
13 H 0.704 -0.801 2.851  C4 1.096
14 H 1.171 1.004 -0.946  C3 1.099
15 H 2.445 -1.133 0.086  C2 1.097
16 H -2.078 1.382 -2.619  C1 1.093
17 H -1.656 1.709 -0.277  C5 1.089
18 H 1.256 -2.285 0.727  C2 1.096
19 H -1.174 -1.235 -1.054  C6 1.090
20 H 1.028 -1.567 -0.878  C2 1.098
21 H 0.541 1.921 0.416  C3 1.098

Output
E_HOMO: -0.3727 Ha
2S+1: 1
M: 98.2 g mol⁻¹
Orbital gap: 0.4153 Ha
LUMO: 1.2 eV

Löwdin atomic charge list, values in e, 6 entries:
1 C -0.101
2 C -0.082
3 C -0.131
4 C -0.081
5 C -0.323
6 C -0.133

=====

Stability, highest: C)

=====

A) A single C7H14 molecule. Source: the OMol25 dataset; level of theory: ωB97M-V/def2-TZVPD.

Bonds (Å) are listed after each position.
Cartesian coordinates (Å):
1 C 0.112 -1.997 -0.977  C3 1.517, H10 1.098, H14 1.098, H15 1.096
2 C 1.008 0.719 1.686  C7 1.513, H9 1.094, H11 1.096, H13 1.096
3 C -0.147 -0.697 -0.239  C1 1.517, C4 1.519, C6 1.513, C7 1.512
4 C -1.467 -0.695 0.513  C3 1.519, H18 1.097, H19 1.096, H21 1.094
5 C -0.349 1.888 -0.879  C6 1.512, H8 1.094, H16 1.096, H20 1.096
6 C 0.383 0.565 -0.885  C3 1.513, C5 1.512, C7 1.512, H12 1.091
7 C 1.053 0.009 0.351  C2 1.513, C3 1.512, C6 1.512, H17 1.091
8 H -0.896 2.068 0.051  C5 1.094
9 H 0.055 1.228 1.858  C2 1.094
10 H -0.605 -2.130 -1.797  C1 1.098
11 H 1.800 1.474 1.749  C2 1.096
12 H 0.927 0.391 -1.814  C6 1.091
13 H 1.153 0.011 2.510  C2 1.096
14 H 0.018 -2.861 -0.306  C1 1.098
15 H 1.120 -2.016 -1.407  C1 1.096
16 H 0.359 2.716 -1.001  C5 1.096
17 H 2.005 -0.490 0.169  C7 1.091
18 H -1.379 -1.236 1.464  C4 1.097
19 H -2.240 -1.197 -0.082  C4 1.096
20 H -1.073 1.941 -1.701  C5 1.096
21 H -1.836 0.309 0.738  C4 1.094

Output
E_HOMO: -0.3478 Ha
2S+1: 1
M: 98.2 g mol⁻¹
Orbital gap: 0.3870 Ha
LUMO: 1.1 eV

Löwdin atomic charge list, values in e, 6 entries:
1 C -0.050
2 C -0.064
3 C -0.469
4 C -0.037
5 C -0.066
6 C -0.248

=====

B) 2 unconnected molecules or ions with the total composition C7H14. Source: the OMol25 dataset; level of theory: ωB97M-V/def2-TZVPD.

Bonds (Å) are listed after each position.
Cartesian coordinates (Å):
1 C -0.777 -2.265 0.901  H9 1.093, H12 1.094, H13 1.094, H14 1.091
2 C -0.501 1.084 1.490  C3 1.502, C6 1.503, H10 1.087, H18 1.087
3 C 0.044 2.425 1.087  C2 1.502, C6 1.503, H16 1.088, H21 1.086
4 C 0.422 0.898 -0.982  C5 1.507, C6 1.518, H19 1.100, H20 1.099
5 C 0.871 -0.462 -1.452  C4 1.507, C7 1.330, H17 1.092
6 C 0.625 1.171 0.497  C2 1.503, C3 1.503, C4 1.518, H11 1.090
7 C 0.299 -1.158 -2.430  C5 1.330, H8 1.089, H15 1.087
8 H -0.587 -0.796 -2.950  C7 1.089
9 H -0.833 -3.322 1.172  C1 1.093
10 H -0.278 0.722 2.490  C2 1.087
11 H 1.607 0.885 0.874  C6 1.090
12 H -1.653 -1.734 1.283  C1 1.094
13 H 0.127 -1.820 1.329  C1 1.094
14 H -0.739 -2.164 -0.184  C1 1.091
15 H 0.690 -2.122 -2.745  C7 1.087
16 H -0.573 3.042 0.437  C3 1.088
17 H 1.752 -0.877 -0.958  C5 1.092
18 H -1.485 0.805 1.123  C2 1.087
19 H 0.992 1.654 -1.541  C4 1.100
20 H -0.634 1.047 -1.246  C4 1.099
21 H 0.632 2.987 1.807  C3 1.086

Output
E_HOMO: -0.3498 Ha
2S+1: 1
M: 98.2 g mol⁻¹
Orbital gap: 0.3942 Ha
LUMO: 1.2 eV

Löwdin atomic charge list, values in e, 6 entries:
1 C -0.042
2 C -0.147
3 C -0.131
4 C -0.183
5 C -0.204
6 C -0.317

=====

C) A single C7H14 molecule. Source: the OMol25 dataset; level of theory: ωB97M-V/def2-TZVPD.

Bonds (Å) are listed after each position.
Cartesian coordinates (Å):
1 C 1.557 -0.209 -0.316  C6 1.538, C7 1.473, H13 1.033, H17 1.041
2 C -2.067 -1.022 -0.039  C3 1.326, C5 1.630, H10 1.076
3 C -0.889 -0.454 -0.254  C2 1.326, C6 1.501, H12 1.107
4 C 2.001 1.588 1.280  C7 1.509, H8 1.098, H11 1.078, H16 1.093
5 C -3.263 -1.030 -1.147  C2 1.630, H18 1.178, H20 1.100, H21 1.082
6 C 0.379 -0.824 0.458  C1 1.538, C3 1.501, H9 1.121, H14 1.161
7 C 1.554 1.252 -0.122  C1 1.473, C4 1.509, H15 1.087, H19 1.160
8 H 2.850 0.927 1.497  C4 1.098
9 H 0.259 -0.375 1.478  C6 1.121
10 H -2.003 -1.830 0.668  C2 1.076
11 H 2.437 2.566 1.408  C4 1.078
12 H -0.787 0.454 -0.879  C3 1.107
13 H 2.471 -0.484 0.079  C1 1.033
14 H 0.270 -1.978 0.382  C6 1.161
15 H 0.633 1.748 -0.420  C7 1.087
16 H 1.069 1.481 1.840  C4 1.093
17 H 1.620 -0.666 -1.249  C1 1.041
18 H -3.947 -0.077 -1.049  C5 1.178
19 H 2.319 1.959 -0.630  C7 1.160
20 H -3.768 -1.980 -0.917  C5 1.100
21 H -2.695 -1.047 -2.068  C5 1.082

Output
E_HOMO: -0.3309 Ha
2S+1: 1
M: 98.2 g mol⁻¹
Orbital gap: 0.3736 Ha
LUMO: 1.2 eV

Löwdin atomic charge list, values in e, 6 entries:
1 C -0.236
2 C -0.144
3 C -0.188
4 C -0.121
5 C -0.081
6 C -0.188

=====

D) 2 unconnected molecules or ions with the total composition C7H14. Source: the OMol25 dataset; level of theory: ωB97M-V/def2-TZVPD.

Bonds (Å) are listed after each position.
Cartesian coordinates (Å):
1 C -1.203 1.808 0.984  C5 1.500, H11 1.097, H12 1.095, H21 1.095
2 C 1.246 -0.352 -0.752  C3 1.506, C4 1.333, C7 1.506
3 C 0.239 -0.502 -1.861  C2 1.506, H13 1.094, H14 1.097, H17 1.098
4 C 1.881 0.796 -0.519  C2 1.333, H15 1.088, H19 1.088
5 C -1.276 0.366 1.390  C1 1.500, C6 1.331, H8 1.091
6 C -2.167 -0.511 0.933  C5 1.331, H16 1.089, H18 1.087
7 C 1.508 -1.591 0.063  C2 1.506, H9 1.097, H10 1.094, H20 1.098
8 H -0.536 0.034 2.120  C5 1.091
9 H 0.572 -1.990 0.473  C7 1.097
10 H 2.194 -1.393 0.893  C7 1.094
11 H -1.409 2.466 1.838  C1 1.097
12 H -0.200 2.054 0.619  C1 1.095
13 H 0.016 0.458 -2.338  C3 1.094
14 H -0.697 -0.920 -1.472  C3 1.097
15 H 2.611 0.894 0.282  C4 1.088
16 H -2.919 -0.224 0.199  C6 1.089
17 H 0.609 -1.192 -2.631  C3 1.098
18 H -2.185 -1.543 1.274  C6 1.087
19 H 1.695 1.682 -1.123  C4 1.088
20 H 1.947 -2.379 -0.563  C7 1.098
21 H -1.925 2.037 0.193  C1 1.095

Output
E_HOMO: -0.3392 Ha
2S+1: 1
M: 98.2 g mol⁻¹
Orbital gap: 0.3787 Ha
LUMO: 1.1 eV

Löwdin atomic charge list, values in e, 6 entries:
1 C -0.109
2 C -0.439
3 C -0.073
4 C 0.008
5 C -0.253
6 C -0.034

=====

Stability, highest: A)